Molecular formula: C44H115F2N5O35P6
Method: DFT, ωB97M-V with the def2-TZVPD basis set

Geometry as XYZ:
```
207
C44H115F2N5O35P6, DFT ωB97M-V with the def2-TZVPD basis set
C -20.02444 -5.74283 -14.92531
C -21.05847 -4.68001 -15.28207
C -22.39428 -5.12267 -14.90731
O -22.58591 -6.47285 -15.36022
C -23.85210 -6.79971 -14.91599
N -20.58839 -3.47670 -14.56694
H -20.24743 -6.63365 -15.51253
H -19.89497 -6.04065 -13.88481
H -19.01484 -5.46434 -15.22739
H -21.10477 -4.45450 -16.34748
H -23.18257 -4.45067 -15.24661
H -22.44412 -5.04031 -13.82156
H -24.21497 -7.56345 -15.60383
H -24.59808 -6.01564 -15.04583
H -23.86280 -7.06230 -13.85815
H -20.95786 -3.46642 -13.62700
H -19.58121 -3.54454 -14.53386
C -19.92067 1.86941 -15.35043
C -19.55498 2.65795 -14.14669
C -20.53814 3.78154 -13.90083
O -20.55633 4.75929 -14.96067
C -19.72706 5.93208 -14.79534
N -19.53716 1.78759 -12.97033
H -19.90179 2.58635 -16.17125
H -20.92462 1.44502 -15.34137
H -19.21732 1.04582 -15.47321
H -18.51910 2.86845 -14.41264
H -20.46832 4.34284 -12.96908
H -21.47434 3.22375 -13.92287
H -18.77145 5.56830 -14.41776
H -20.18813 6.61683 -14.08357
H -19.64522 6.33754 -15.80381
H -19.41278 2.30588 -12.11242
H -20.41547 1.29089 -12.92601
C -15.13144 5.26226 -23.03622
C -16.23570 4.50449 -23.78394
C -17.04014 3.48294 -22.93929
O -16.25763 2.51445 -22.32360
C -15.80257 1.44013 -23.16935
N -17.21673 5.31309 -24.49751
H -14.65952 4.51265 -22.40101
H -15.51155 6.00507 -22.33489
H -14.47008 5.73543 -23.76203
H -15.71592 3.95441 -24.56838
H -17.56387 2.90193 -23.69838
H -17.78214 4.05500 -22.38226
H -14.98576 0.85927 -22.74094
H -15.59084 1.70158 -24.20613
H -16.64781 0.75206 -23.18459
H -17.69985 5.87442 -23.81078
H -16.71523 6.05075 -24.97129
C -22.58150 0.63492 -12.29564
C -21.96914 -0.69999 -12.66032
C -22.67970 -1.92993 -11.98992
O -21.98985 -3.21728 -12.21687
C -22.02982 -4.06978 -11.07449
N -21.83611 -0.98168 -14.06988
H -23.66793 0.58048 -12.22623
H -22.41665 1.35070 -13.10098
H -22.28199 1.11942 -11.36631
H -20.99040 -0.75128 -12.18329
H -23.71122 -1.89903 -12.34079
H -22.91103 -1.79875 -10.93285
H -21.37758 -3.67845 -10.29376
H -21.48734 -5.00581 -11.20736
H -23.04403 -4.14877 -10.68303
H -22.76795 -1.18053 -14.40489
H -21.25600 -1.78212 -14.27692
C -20.20448 -4.20619 -22.46218
C -21.02209 -2.93292 -22.17409
C -20.90366 -1.78224 -23.18784
O -19.59676 -1.34274 -23.35768
C -19.33203 -0.22107 -22.50662
N -22.42055 -3.27500 -21.89890
H -19.15562 -3.94693 -22.60626
H -20.50243 -4.58161 -23.44116
H -20.26224 -5.14654 -21.91399
H -20.69289 -2.56779 -21.20125
H -21.67263 -1.06327 -22.90523
H -21.24433 -2.10664 -24.17111
H -19.93290 0.52722 -23.02345
H -18.31161 0.05889 -22.24497
H -19.75159 -0.42193 -21.52086
H -22.67948 -3.68600 -21.01339
H -23.16618 -2.71418 -22.28569
C -19.11112 -8.84425 -17.72278
O -18.31237 -7.77504 -17.22952
P -17.74623 -6.48022 -18.08362
O -18.63083 -6.00838 -19.21130
O -17.53924 -5.38646 -16.92299
C -17.98448 -4.02458 -17.07025
O -16.24037 -6.94571 -18.44265
C -15.59745 -7.95514 -17.62439
H -19.17862 -9.78874 -17.18290
H -18.76593 -8.99695 -18.74534
H -20.11547 -8.42243 -17.76083
H -17.43351 -3.43997 -16.33353
H -19.03264 -3.80429 -16.86793
H -17.68339 -3.68577 -18.06155
H -15.77318 -7.77996 -16.56302
H -14.52852 -7.76158 -17.71404
H -15.92153 -8.97601 -17.82666
C -12.67271 4.46878 -16.97981
O -14.06147 3.97008 -17.39979
P -15.37306 4.20440 -16.53292
O -16.69156 4.07950 -17.20935
O -15.03327 3.31827 -15.15902
C -14.89232 1.84140 -15.11649
O -15.17881 5.66486 -15.89750
C -16.06951 6.84011 -16.11050
H -12.15843 4.93081 -17.82252
H -11.96624 3.63957 -16.94230
H -12.75003 5.03557 -16.05198
H -15.30732 1.28343 -15.95586
H -15.50690 1.29361 -14.40212
H -13.87562 1.68381 -14.75649
H -16.45937 7.20198 -15.15910
H -16.89824 6.68720 -16.80182
H -15.36984 7.58786 -16.48391
C -18.05020 1.62396 -19.65945
O -18.81283 0.57798 -19.08151
P -18.20358 -0.85514 -18.71606
O -16.81866 -0.91096 -18.12699
O -19.35629 -1.46579 -17.75012
C -20.70636 -1.35219 -18.03127
O -18.40433 -1.72045 -20.10463
C -17.52250 -2.69479 -20.59054
H -18.78693 2.30964 -20.07797
H -17.33676 1.18445 -20.35654
H -17.53251 2.08819 -18.82005
H -20.85356 -0.65943 -18.85983
H -21.14587 -0.92424 -17.13027
H -21.15897 -2.34330 -18.06217
H -18.03952 -3.63587 -20.40300
H -16.49016 -2.62216 -20.24837
H -17.52203 -2.59632 -21.67608
C -18.46890 5.80080 -18.98316
O -19.41670 6.50981 -19.65207
P -19.67342 6.31486 -21.26684
O -18.50891 6.42333 -22.16460
O -20.48396 4.89006 -21.56098
C -20.81288 4.58910 -22.89968
O -20.80014 7.37641 -21.73915
C -20.30768 8.54983 -22.51673
H -18.59543 4.75878 -19.27690
H -18.52465 5.90346 -17.89944
H -17.45653 6.07062 -19.28385
H -20.20172 5.16163 -23.59738
H -21.85336 4.73984 -23.18739
H -20.49225 3.61778 -23.27627
H -20.65895 8.45954 -23.54462
H -19.25362 8.82358 -22.47086
H -20.84054 9.40402 -22.09896
C -23.68217 -0.30957 -20.48883
O -23.44912 0.66329 -21.46209
P -24.10376 2.13801 -21.57192
O -25.49734 2.22555 -21.64040
O -23.33886 2.67331 -22.93923
C -23.39168 2.09862 -24.18401
O -23.43793 2.95352 -20.35609
C -22.13348 2.80299 -19.84524
H -22.80710 -0.87128 -20.16196
H -24.37072 -1.02359 -20.94067
H -24.26846 0.11849 -19.67573
H -24.37610 1.73603 -24.47987
H -22.84227 1.17534 -24.36786
H -23.06284 2.78491 -24.96438
H -22.06311 2.16065 -18.96743
H -21.65943 3.65384 -19.35591
H -21.49139 2.45885 -20.65603
C -16.65022 -3.54687 -24.35139
O -16.31473 -4.35360 -23.23396
P -14.73039 -4.71196 -22.97322
O -13.74247 -4.11770 -23.95728
O -14.76998 -6.30248 -23.00698
C -13.54356 -7.02735 -22.82012
O -14.49071 -4.40899 -21.41374
C -15.20450 -5.05920 -20.33844
H -17.69339 -3.68699 -24.63470
H -15.92602 -3.49916 -25.16463
H -16.78562 -2.56293 -23.90235
H -13.15164 -7.72061 -23.56434
H -13.70906 -7.62972 -21.92689
H -12.65587 -6.49128 -22.48437
H -15.00926 -6.12760 -20.43068
H -16.29116 -4.98786 -20.38513
H -14.73455 -4.80164 -19.38928
C -14.37512 -2.37594 -15.28544
C -13.08661 -3.09390 -15.68849
O -13.42900 -4.53252 -15.78610
C -14.63293 -4.62791 -15.27196
O -15.24474 -5.66932 -15.01529
O -15.17119 -3.47099 -14.95764
F -12.22344 -3.01980 -14.62896
H -14.77079 -1.86876 -16.16539
H -14.28154 -1.56594 -14.56208
H -12.77449 -2.53427 -16.57025
C -23.95260 -5.73553 -18.60520
C -23.51029 -4.33807 -18.18224
O -24.53642 -3.95825 -17.27076
C -25.57757 -4.75267 -17.43386
O -26.65539 -4.50882 -16.83870
O -25.36831 -5.60850 -18.40957
F -23.69491 -3.59760 -19.27393
H -23.56435 -6.43583 -17.86564
H -23.70353 -6.07985 -19.60895
H -22.45896 -4.31279 -17.89558
```

Total charge: +1
Multiplicity: 2
Energy: -6900.4054 a.u.
Orbital gap (spin up / spin down): 0.2844 / 0.0996 Eh
Molecular weight: 1498.24 g mol⁻¹
Strongest force on any atom: 6.6 eV/Å